1.
The following is a quantum chemistry calculation of a structure of composition C15H24LuN4O5 in a non-equilibrium geometry, from OMol25.

LUMO in eV: -4.32
Energy relative to the best compared isomer or geometry (same formula, charge and spin) in kJ/mol: 0.0
Charge: +1
Highest occupied orbital energy in hartree: -0.35069

The geometry in XYZ format:
```
49
Properties=species:S:1:pos:R:3:nbo_charge:R:1
O 3.0286 -0.1846 -0.4529 -1.31
H 3.7877 -0.7863 -0.7128 0.45
Lu -0.0494 0.0565 -0.3065 1.98
N -0.7343 2.2509 -0.6774 -0.23
N -2.1109 0.1284 -1.5145 -0.20
O -0.1405 3.3760 -0.0756 -0.54
O -2.9409 -0.8798 -2.0623 -0.54
C -1.8872 2.5089 -1.3244 0.26
C -2.6214 1.3314 -1.8143 0.24
C -2.3902 3.9019 -1.5316 -0.70
C -3.8475 1.4360 -2.6527 -0.70
H -1.5906 4.6085 -1.2874 0.28
H -3.2651 4.1438 -0.9098 0.26
H -2.6976 4.0409 -2.5735 0.25
H -4.3838 0.4826 -2.6679 0.27
H -3.5628 1.6867 -3.6844 0.27
H -4.5197 2.2272 -2.3057 0.25
H 0.8252 3.1898 0.0671 0.53
H -2.5177 -1.7455 -1.9385 0.50
O -2.0176 0.2380 1.4807 -0.92
H -2.1296 0.9240 2.1689 0.51
H -2.8924 0.2385 1.0200 0.50
C 0.9091 -0.2357 -2.2965 -1.41
H 2.0107 -0.1515 -2.0937 0.33
H 0.6300 0.5503 -3.0286 0.21
H 0.7439 -1.2407 -2.7360 0.23
O 2.8206 2.5570 -0.0365 -1.00
H 3.3363 1.7588 0.2249 0.53
H 2.7856 2.4254 -0.9939 0.49
C 2.9313 0.8883 2.9249 -0.24
C 3.5054 -0.3816 3.1051 -0.11
C 2.8727 -1.4841 2.5222 -0.18
C 1.6856 -1.3087 1.7871 0.19
N 1.1561 -0.0609 1.5966 -0.59
C 1.7754 1.0036 2.1459 0.11
C 0.9009 -2.4235 1.2537 0.28
C 1.2206 -3.7678 1.5174 -0.22
C 0.3131 -4.7773 1.1982 -0.12
C -0.9005 -4.4140 0.5975 -0.24
C -1.1273 -3.0719 0.2708 0.07
N -0.2422 -2.0865 0.5742 -0.58
H 3.3780 1.7949 3.3431 0.25
H 4.4259 -0.4978 3.6994 0.24
H 3.2991 -2.4895 2.5950 0.23
H 1.3042 1.9712 1.9560 0.21
H 2.1565 -3.9930 2.0197 0.24
H 0.5093 -5.8246 1.4505 0.25
H -1.6782 -5.1524 0.3705 0.24
H -2.0641 -2.7619 -0.2122 0.19
```

---

2.
The following is a quantum chemistry calculation of a cluster of 2 separate species, C15H24N5O3 in total in a non-equilibrium geometry, from OMol25.

LUMO in eV: 1.30
Charge: -1
Highest occupied orbital energy in hartree: -0.12259

The geometry in XYZ format:
```
47
Properties=species:S:1:pos:R:3:nbo_charge:R:1
C 1.1573 -1.8785 1.7860 -0.66
C 0.3088 -2.2627 0.4275 -0.47
C 0.2820 -1.0805 -0.7155 0.08
C 1.4278 0.0678 -0.9543 -0.27
C 1.2272 1.2233 -2.1466 0.20
N 2.2997 2.2783 -2.3902 -0.83
C -0.1318 1.2825 -3.1180 -0.29
C -1.2573 0.1219 -2.8458 -0.13
C -1.0498 -1.0215 -1.6894 -0.16
C -2.3860 -1.9717 -1.7702 0.71
O -2.5638 -3.2431 -1.3812 -0.55
N -3.3712 -1.0499 -2.4531 -0.58
C -4.4933 -0.4618 -1.6286 -0.25
C -4.0445 0.6942 -0.5574 0.42
N -3.0846 0.2158 0.5260 -0.87
N -3.5714 2.0021 -1.2228 -0.89
N -5.3322 1.0938 0.1940 -0.88
C -2.7258 -0.1808 -3.5091 0.69
O -3.1590 0.2282 -4.7098 -0.56
H 1.8353 -0.9314 1.6643 0.33
H 0.4244 -1.6400 2.6976 0.19
H 1.8107 -2.8218 2.0707 0.21
H -0.8231 -2.3967 0.7828 0.23
H 0.6039 -3.3271 -0.0259 0.23
H 2.3844 0.0764 -0.2728 0.31
H 2.9814 2.1595 -1.5824 0.39
H 1.8057 3.2062 -2.2479 0.37
H -0.3105 2.0865 -3.9496 0.25
H -5.3834 -0.0617 -2.2996 0.22
H -4.9548 -1.3579 -0.9899 0.25
H -2.2995 0.9278 0.5899 0.38
H -3.5499 0.1451 1.4608 0.38
H -2.5299 2.0417 -1.2715 0.38
H -4.0259 2.0549 -2.1605 0.37
H -4.9900 1.8440 0.8659 0.37
H -6.0342 1.4944 -0.4755 0.36
C 5.0596 -1.2096 3.1851 -0.62
C 4.6715 0.0501 2.3933 0.13
C 4.8246 1.2854 3.2962 -0.62
O 3.3961 -0.0553 2.0628 -0.98
H 4.4350 -1.3553 4.0762 0.19
H 4.9790 -2.1128 2.5671 0.19
H 6.0999 -1.1398 3.5254 0.16
H 5.4325 0.1569 1.6072 0.07
H 4.1910 1.2332 4.1915 0.19
H 4.5718 2.2088 2.7597 0.19
H 5.8623 1.3810 3.6377 0.16
```

---

3.
The following is a quantum chemistry calculation of a cluster of 2 separate species, C15H24NO3 in total in a non-equilibrium geometry, from OMol25.

LUMO in eV: -2.58
Energy relative to the best compared isomer or geometry (same formula, charge and spin) in kJ/mol: 1443.2
Charge: +1
Highest occupied orbital energy in hartree: -0.44224

The geometry in XYZ format:
```
43
Properties=species:S:1:pos:R:3:nbo_charge:R:1
C -5.8803 -0.6001 -1.0301 -0.24
H -6.1573 0.3258 -0.6981 0.19
H -5.3505 -0.3239 -2.1342 0.14
H -6.6921 -1.3470 -1.2256 0.22
O -4.9612 -1.3820 -0.4097 -0.46
C -3.9208 -0.6176 0.1165 0.20
C -3.6035 0.5985 -0.2522 -0.17
C -2.3507 1.3518 -0.1464 -0.34
C -1.5446 0.7144 0.7721 0.29
C -1.7904 -0.6175 1.3444 -0.28
C -3.0587 -0.9741 0.9769 -0.16
H -3.3828 -2.0475 1.2321 0.22
H -1.1535 -1.2386 1.9491 0.25
O -0.2483 1.2814 1.3753 -0.56
C 0.1289 2.4796 0.8396 -0.11
H 0.7358 2.8012 1.8944 0.19
H -0.6723 3.0223 0.9713 0.22
C 0.8579 2.4359 -0.2989 0.04
O 1.2944 3.8775 -0.8977 -0.69
H 1.6172 4.3331 -0.0402 0.47
C 2.1348 1.6288 -0.3477 -0.21
N 1.7150 0.3265 0.2116 -0.53
H 1.0400 0.4120 0.8137 0.45
H 1.3915 -0.1802 -0.6037 0.42
C 2.9277 -0.4686 0.3332 -0.01
C 3.9198 -1.0623 -0.5760 -0.43
H 4.1309 -0.4584 -1.2353 0.20
H 4.7875 -1.3339 -0.1722 0.25
C 2.9598 -2.2248 -1.1660 -0.40
H 3.7400 -2.9932 -1.5942 0.26
H 2.5027 -1.6773 -2.1824 0.20
C 2.0421 -2.7873 -0.3465 -0.49
H 2.2888 -3.7791 -0.0275 0.25
H 1.0140 -2.7973 -0.5658 0.23
C 2.2901 -2.0178 1.0643 -0.33
H 3.0931 -2.2557 1.7291 0.22
H 1.4458 -1.7998 1.4777 0.17
H 3.4489 -0.0696 1.6276 0.21
H 2.7305 1.7442 -1.1712 0.26
H 2.6858 2.1540 0.6493 0.21
H 0.3311 1.9772 -0.9945 0.19
H -2.2366 2.3777 -0.1858 0.24
H -4.2506 1.2118 -1.0767 0.22
```

---

4.
The following is a quantum chemistry calculation of a structure of composition C15H24O in a non-equilibrium geometry, from OMol25.

LUMO in eV: 0.73
Energy relative to the best compared isomer or geometry (same formula, charge and spin) in kJ/mol: 1273.7
Highest occupied orbital energy in hartree: -0.27525

The geometry in XYZ format:
```
40
Properties=species:S:1:pos:R:3:nbo_charge:R:1
C 1.5137 2.3486 6.0019 -0.62
C 1.3528 1.9075 4.4447 -0.30
C 0.3579 0.6307 4.2732 -0.38
C 0.3317 0.3225 2.8859 -0.46
C -0.4611 -0.8614 2.6933 -0.33
C -0.5759 -1.2902 1.3415 -0.33
C -1.0150 -0.1661 0.2821 -0.43
C -0.7579 -1.0274 -1.1398 -0.35
H -1.4196 -1.8598 -1.3063 0.21
H 0.2738 -1.2527 -1.2977 0.20
C -1.2232 0.1040 -2.1506 -0.43
C -0.5597 -0.3337 -3.4615 -0.05
C -1.1798 -0.4778 -4.6800 -0.11
C -1.0008 -0.8249 -5.9120 -0.34
C 0.5394 -1.0299 -6.0824 0.38
C 1.3071 -0.5570 -4.9998 -0.34
C 0.9504 -0.2201 -3.8756 -0.18
H 1.5340 -0.0469 -2.9806 0.21
H 2.3347 -0.9074 -5.2943 0.22
O 0.8923 -1.1783 -7.2988 -0.65
H 0.3300 -1.4396 -7.9053 0.49
H -1.7492 -0.8897 -6.6023 0.22
H -2.5873 -0.3867 -4.4977 0.10
H -2.2348 0.5283 -2.2469 0.23
H -0.5577 0.7934 -1.8499 0.20
H -2.1205 -0.1666 0.2726 0.23
H -0.3113 0.6173 0.3189 0.21
H -1.4000 -2.3823 1.2392 0.17
H 0.3743 -1.5868 1.1551 0.17
H -0.4637 -1.5409 3.3759 0.21
H -1.7759 -0.5651 2.9387 0.10
H 1.3583 -0.0415 2.5967 0.20
H -0.0933 1.2074 2.3571 0.22
H 0.9504 -0.0747 4.9870 0.20
H -0.5015 0.9932 4.8375 0.21
H 2.1205 1.6448 4.1168 0.16
H 0.9989 2.6365 4.0660 0.16
H 0.4500 2.7239 6.5001 0.19
H 2.1541 3.1567 6.1842 0.20
H 1.8637 1.4928 6.7129 0.20
```

---

5.
The following is a quantum chemistry calculation of the molecule C15H24O7 in a non-equilibrium geometry, from OMol25.

SMILES: C=C[C@](C)(CC/C=C(\C)C(=O)O)O[C@@H]1OC[C@H](O)[C@H](O)[C@H]1O
LUMO in eV: 0.45
Energy relative to the best compared isomer or geometry (same formula, charge and spin) in kJ/mol: 29.6
Highest occupied orbital energy in hartree: -0.34653

The geometry in XYZ format:
```
46
Properties=species:S:1:pos:R:3:nbo_charge:R:1
O -5.5581 2.5618 2.8487 -0.61
O -5.7218 0.4555 1.9699 -0.69
O 4.3230 -0.6048 -3.9681 -0.73
O 2.7549 -1.2004 -1.2128 -0.54
O 1.2173 0.4388 -0.2442 -0.55
O 2.3130 0.7522 -4.8966 -0.74
O 0.8514 1.6818 -2.6369 -0.74
C -5.0387 1.4685 2.5825 0.75
C -0.3735 -2.5038 0.1335 -0.38
C 0.6028 -1.7811 0.8384 -0.20
C -3.6023 1.3434 2.9102 -0.12
C -2.8868 0.2174 2.4260 -0.08
C -3.0228 2.3892 3.8295 -0.64
C -1.4355 -0.0428 2.5097 -0.47
C 1.6651 0.1104 2.0396 -0.62
C -0.7770 0.3026 1.1348 -0.39
C 2.9665 -2.0392 -2.3943 -0.09
C 0.6459 -0.2725 0.9106 0.22
C 3.0630 -1.2278 -3.7262 0.06
C 1.6269 -0.3156 -1.3971 0.37
C 1.9729 -0.1543 -3.8210 0.06
C 1.8703 0.6671 -2.5423 0.04
H -6.6129 0.7655 1.7714 0.50
H 4.1524 0.1554 -4.6033 0.50
H 1.6636 1.4971 -4.8596 0.50
H 0.6728 2.0173 -1.7460 0.50
H -0.4628 -3.5632 0.2554 0.21
H -1.0726 -1.9892 -0.4505 0.19
H 1.3681 -2.3526 1.3772 0.22
H -3.4259 -0.5203 1.8619 0.21
H -3.1972 3.3861 3.4184 0.24
H -3.5557 2.3566 4.7920 0.23
H -1.9306 2.2550 4.0211 0.21
H -0.9536 0.5227 3.3002 0.21
H -1.2868 -1.1172 2.7454 0.23
H 1.7223 1.1959 2.1013 0.22
H 2.6799 -0.2667 1.8117 0.23
H 1.3802 -0.2931 3.0231 0.21
H -1.4380 -0.0066 0.3240 0.21
H -0.7583 1.4238 1.0289 0.22
H 3.9048 -2.6275 -2.2835 0.22
H 2.1526 -2.7584 -2.4891 0.18
H 2.8509 -1.9285 -4.5512 0.17
H 0.8041 -0.9321 -1.7146 0.13
H 1.0286 -0.6223 -4.0014 0.17
H 2.8578 1.1556 -2.4266 0.19
```

---

6.
The following is a quantum chemistry calculation of a structure of composition C15H25AgBF4O2PS2Te, from OMol25.

LUMO in eV: 4.19
Energy relative to the best compared isomer or geometry (same formula, charge and spin) in kJ/mol: 0.0
Charge: -2
Highest occupied orbital energy in hartree: -0.07109

The geometry in XYZ format:
```
52
Properties=species:S:1:pos:R:3:nbo_charge:R:1
Ag 1.0844 0.0650 1.6432 0.72
C 7.6011 0.1629 -2.6923 -0.62
C 6.6134 -0.1233 -1.5929 -0.05
C 6.6064 -1.3380 -0.9281 -0.23
C 5.7090 -1.6091 0.1025 -0.05
C 5.7730 -2.9564 0.7668 -0.63
C 4.7806 -0.6352 0.4975 -0.25
Te 3.5252 -1.0073 2.1744 -0.44
C 4.7641 0.5940 -0.1845 0.08
C 3.7747 1.6738 0.1446 -0.66
C 5.6772 0.8257 -1.2077 -0.26
H 8.0769 -0.7559 -3.0396 0.20
H 8.3933 0.8376 -2.3550 0.20
H 7.1175 0.6348 -3.5497 0.21
H 7.3159 -2.1076 -1.2206 0.18
H 6.4737 -3.6083 0.2405 0.19
H 4.7881 -3.4252 0.7888 0.23
H 6.0885 -2.8716 1.8093 0.22
H 2.7496 1.3048 0.0545 0.24
H 3.8931 2.5188 -0.5341 0.20
H 3.8927 2.0149 1.1760 0.22
H 5.6400 1.7777 -1.7289 0.19
C 0.4314 -2.5311 4.0623 -0.65
C -0.1313 -2.3654 5.4598 0.13
C 0.8986 -2.6685 6.5365 -0.63
O -0.7284 -1.0836 5.7244 -0.85
P -0.2447 0.3813 5.2634 1.68
S -0.9296 1.6658 6.5753 -0.72
S -0.7249 0.7504 3.3610 -0.77
O 1.3595 0.1947 5.3695 -0.87
C 2.2517 1.2625 5.7236 0.11
C 2.3841 2.2524 4.5826 -0.65
C 3.5712 0.6039 6.0746 -0.63
H 0.6744 -3.5835 3.8996 0.20
H 1.3420 -1.9493 3.9291 0.23
H -0.2879 -2.2146 3.3100 0.24
H -0.9726 -3.0566 5.5753 0.17
H 1.7557 -2.0064 6.4278 0.23
H 1.2400 -3.7025 6.4459 0.19
H 0.4656 -2.5228 7.5266 0.21
H 1.8264 1.7619 6.6010 0.19
H 2.7114 1.7370 3.6774 0.23
H 3.1229 3.0148 4.8435 0.19
H 1.4309 2.7406 4.3839 0.23
H 3.9951 0.1124 5.1972 0.23
H 3.4295 -0.1378 6.8619 0.20
H 4.2795 1.3559 6.4305 0.19
F 0.2731 0.4629 -0.5906 -0.61
B -0.2766 0.8359 -1.8626 1.35
F -1.1051 1.9485 -1.6840 -0.58
F 0.7744 1.1533 -2.7286 -0.58
F -1.0119 -0.2419 -2.3657 -0.58
```

---

no.,frontier orbital gap (eV)
1,5.22
2,4.64
3,9.46
4,8.22
5,9.88
6,6.13